This record from OMol25 describes C32H44BrFGeKN9O4 as an isolated structure at a distorted geometry. The level of theory is ωB97M-V/def2-TZVPD.

Summary:
* ΔE to the lowest compared entry with this formula, charge and spin: 0.0 kcal per mole
* LUMO energy: 3.926 eV
* highest occupied orbital energy: -1.151 eV
* net charge: -2

Each line ends with the natural charge from an NBO analysis.
Atoms and positions in Å:
K 0.25 -0.37 0.36  0.878
C 1.38 4.06 4.18  -0.641
C 0.73 2.73 4.07  0.155
C 0.45 1.75 5.00  -0.365
C -0.16 0.70 4.28  0.138
N -0.26 1.03 3.00  -0.283
N 0.27 2.25 2.89  -0.325
C -0.67 -0.61 4.77  -0.637
H 1.34 4.43 5.21  0.211
H 0.87 4.78 3.53  0.227
H 2.43 4.01 3.87  0.225
H 0.67 1.78 6.06  0.206
H 0.37 2.70 1.99  0.440
H -0.21 -0.87 5.72  0.203
H -0.46 -1.39 4.04  0.243
H -1.76 -0.57 4.92  0.212
F 7.03 4.51 0.77  -0.320
C 5.69 4.47 0.76  0.169
C 5.06 3.36 0.32  0.069
N 3.70 3.27 0.24  -0.398
C 3.12 1.99 -0.16  -0.352
C 3.36 0.88 0.94  0.780
O 4.43 1.00 1.56  -0.756
O 2.48 0.00 0.99  -0.782
C 2.91 4.27 0.73  0.791
O 1.69 4.22 0.79  -0.649
N 3.59 5.40 1.15  -0.626
C 4.97 5.62 1.21  0.589
O 5.40 6.68 1.60  -0.623
H 5.62 2.49 0.00  0.254
H 3.62 1.65 -1.07  0.208
H 2.06 2.11 -0.36  0.252
H 3.01 6.14 1.51  0.423
C -2.86 0.97 -3.39  -1.096
Ge -3.28 1.95 -1.70  1.586
C -4.21 3.62 -2.42  -1.099
C -4.82 0.95 -0.92  -1.093
C -1.77 2.08 -0.56  -1.476
H -3.77 0.60 -3.86  0.206
H -2.21 0.12 -3.17  0.228
H -2.35 1.62 -4.11  0.200
H -5.11 3.37 -2.98  0.193
H -3.52 4.15 -3.08  0.203
H -4.48 4.29 -1.60  0.203
H -5.66 0.91 -1.62  0.200
H -5.17 1.41 0.00  0.202
H -4.52 -0.07 -0.69  0.221
H -1.94 2.77 0.28  0.181
H -0.91 2.47 -1.13  0.183
Br -1.83 -4.20 1.93  0.049
C -2.88 -2.62 2.06  0.165
C -4.21 -2.74 2.42  -0.301
C -4.92 -1.56 2.59  -0.171
C -4.28 -0.35 2.37  -0.264
C -2.96 -0.36 1.95  0.063
N -2.26 -1.49 1.81  -0.441
H -4.66 -3.71 2.57  0.221
H -5.97 -1.60 2.86  0.204
H -4.80 0.59 2.50  0.216
H -2.43 0.55 1.70  0.256
N -0.08 -7.82 -2.93  -0.443
C -0.11 -6.74 -2.53  0.337
C -0.14 -5.40 -2.04  -0.292
C -1.26 -4.58 -2.26  -0.209
C -1.27 -3.29 -1.77  -0.228
C -0.21 -2.71 -1.03  -0.355
C 0.90 -3.57 -0.86  -0.311
C 0.95 -4.87 -1.33  -0.179
H -2.10 -4.99 -2.81  0.189
H -2.16 -2.69 -1.96  0.169
H 1.77 -3.20 -0.33  0.178
H 1.82 -5.50 -1.17  0.188
C 0.21 0.86 -5.10  -0.415
N 1.62 0.60 -4.87  -0.487
C 2.47 1.70 -5.30  -0.405
C 1.92 0.09 -3.57  0.594
N 1.17 0.20 -2.55  -0.761
N 3.13 -0.57 -3.50  -0.452
C 3.85 -1.02 -4.67  -0.403
C 3.58 -1.11 -2.23  -0.417
H 0.05 0.96 -6.18  0.188
H -0.15 1.78 -4.62  0.178
H -0.38 0.02 -4.74  0.235
H 2.02 2.67 -5.04  0.179
H 2.62 1.66 -6.38  0.181
H 3.43 1.64 -4.80  0.209
H 0.33 0.75 -2.69  0.365
H 3.22 -0.99 -5.55  0.221
H 4.20 -2.04 -4.51  0.193
H 4.74 -0.39 -4.86  0.167
H 3.64 -2.20 -2.29  0.191
H 2.87 -0.84 -1.46  0.272
H 4.57 -0.72 -1.98  0.174



This record from OMol25 describes C32H44BrMnN3P2 as an isolated structure at a distorted geometry. The level of theory is ωB97M-V/def2-TZVPD.

Summary:
* ΔE to the lowest compared entry with this formula, charge and spin: 88.5 kcal per mole
* <S²>: 8.991
* LUMO energy (alpha / beta): -6.338 / -8.630 eV
* highest occupied orbital energy (alpha / beta): -12.358 / -12.131 eV
* 2S+1: 6
* net charge: +2

Each line ends with the Mulliken spin population.
Atoms and positions in Å:
C -0.60 6.59 -3.01  0.014
C -0.98 5.25 -3.22  0.028
C -1.06 4.80 -4.57  0.010
C -0.81 5.71 -5.61  -0.004
N -0.47 6.98 -5.37  0.009
C -0.36 7.42 -4.12  -0.005
C -1.23 4.31 -2.16  0.130
C -0.98 3.24 -1.56  -0.098
C -0.16 2.16 -1.00  -0.094
C 0.97 2.39 -0.21  0.089
C 1.83 1.37 0.15  -0.008
C 1.47 0.01 0.07  -0.004
C 0.23 -0.22 -0.64  0.023
C -0.49 0.81 -1.23  -0.143
Mn -2.40 2.48 -0.30  3.978
P 2.74 -1.22 0.73  0.000
H -1.29 3.77 -4.81  0.000
H -0.46 6.98 -2.00  -0.001
H -0.88 5.38 -6.65  0.000
H -0.08 8.47 -3.96  0.000
H -1.22 0.58 -2.02  0.051
H 1.29 3.41 0.04  0.001
H -0.26 -1.20 -0.65  0.005
H 2.82 1.67 0.44  -0.002
C 2.97 -2.54 2.01  -0.001
C 3.82 -3.75 1.66  0.000
H 1.98 -2.90 2.30  0.000
H 3.39 -2.05 2.90  0.000
H 3.92 -4.36 2.56  0.000
H 3.33 -4.37 0.90  0.000
H 4.83 -3.49 1.32  0.000
C 3.30 -1.92 -0.85  0.000
C 3.83 -0.88 -1.84  0.000
H 2.47 -2.50 -1.28  0.005
H 4.07 -2.65 -0.58  -0.001
H 3.69 -1.27 -2.86  0.000
H 3.29 0.07 -1.77  0.000
H 4.91 -0.70 -1.69  0.000
C 4.07 -0.12 1.32  0.000
C 5.45 -0.74 1.46  0.000
H 3.69 0.25 2.28  0.000
H 4.18 0.74 0.65  0.000
H 6.14 0.05 1.78  0.000
H 5.49 -1.54 2.21  0.000
H 5.81 -1.13 0.50  0.000
Br 0.20 -1.26 1.80  0.011
P -2.23 -3.11 -1.71  0.633
C -0.50 -3.44 -1.14  0.086
C 0.05 -4.80 -1.57  0.027
H -0.48 -3.34 -0.04  0.020
H 0.15 -2.68 -1.58  0.002
H 1.14 -4.72 -1.74  0.002
H -0.11 -5.55 -0.79  -0.001
H -0.42 -5.13 -2.51  -0.007
C -3.28 -2.91 -0.22  0.077
C -4.59 -3.70 -0.37  0.021
H -3.47 -1.84 -0.09  0.012
H -2.69 -3.29 0.63  0.008
H -5.06 -3.86 0.61  0.001
H -5.30 -3.15 -1.00  -0.001
H -4.39 -4.68 -0.82  -0.007
C -2.30 -1.57 -2.68  0.089
C -2.89 -1.84 -4.07  0.019
H -1.28 -1.17 -2.75  0.004
H -2.90 -0.87 -2.09  -0.007
H -3.26 -0.91 -4.52  0.000
H -2.12 -2.25 -4.74  -0.003
H -3.72 -2.56 -4.04  0.001
N -3.78 2.16 3.91  -0.005
C -3.24 1.94 2.68  0.043
N -1.97 1.58 2.76  0.025
C -1.64 1.52 4.11  -0.006
C -0.57 0.96 4.81  -0.004
C -0.63 0.88 6.20  0.000
C -1.74 1.36 6.93  0.001
C -2.85 1.89 6.24  0.000
C -2.78 1.93 4.86  -0.004
H -4.72 2.45 4.14  0.000
H -3.86 2.07 1.78  -0.019
H 0.27 0.57 4.21  -0.001
H 0.20 0.42 6.75  0.000
H -1.72 1.31 8.03  0.000
H -3.76 2.24 6.74  0.000



This record from OMol25 describes C32H44BrN3P2SW as an isolated structure at a distorted geometry. The level of theory is ωB97M-V/def2-TZVPD.

Summary:
* ΔE to the lowest compared entry with this formula, charge and spin: 76.5 kcal per mole
* <S²>: 2.094
* LUMO energy (alpha / beta): -14.468 / -14.479 eV
* highest occupied orbital energy (alpha / beta): -18.077 / -18.068 eV
* 2S+1: 3
* net charge: +4

Each line ends with the Mulliken spin population.
Atoms and positions in Å:
C 2.92 4.53 -1.34  0.009
C 1.97 3.74 -2.03  0.008
C 1.94 3.79 -3.44  0.006
C 2.59 4.85 -4.09  -0.001
N 3.37 5.70 -3.39  0.005
C 3.54 5.57 -2.07  -0.001
C 0.94 3.01 -1.36  0.050
C 0.08 2.50 -0.68  -0.001
C -1.18 2.27 0.00  0.165
C -1.28 1.24 0.97  -0.067
C -2.56 0.72 1.34  -0.220
C -3.70 1.26 0.82  0.194
C -3.57 2.55 0.31  -0.073
C -2.34 3.02 -0.18  0.078
W -1.36 -0.91 0.72  1.845
P 1.37 -0.71 -0.21  -0.043
H 1.45 3.02 -4.03  0.000
H 3.21 4.34 -0.32  0.000
H 2.45 5.03 -5.17  0.000
H 4.17 6.33 -1.56  0.000
H -2.27 4.02 -0.64  0.000
H -0.52 1.50 1.66  0.048
H -4.43 3.23 0.30  0.006
H -2.55 -0.27 1.99  -0.046
C 2.33 -2.24 -0.05  -0.001
C 3.59 -2.46 -0.91  -0.003
H 1.64 -3.08 -0.28  0.003
H 2.61 -2.35 1.01  0.001
H 4.00 -3.47 -0.72  0.000
H 3.39 -2.40 -1.99  0.000
H 4.40 -1.75 -0.68  0.000
C 1.59 -0.34 -1.99  -0.015
C 2.91 0.28 -2.44  -0.005
H 0.77 0.32 -2.29  0.009
H 1.45 -1.30 -2.51  0.002
H 2.92 0.37 -3.54  -0.001
H 3.05 1.29 -2.02  0.000
H 3.80 -0.31 -2.18  0.000
C 2.42 0.53 0.68  -0.009
C 3.95 0.45 0.67  -0.005
H 2.11 0.52 1.73  0.000
H 2.11 1.51 0.30  0.007
H 4.36 1.28 1.26  -0.001
H 4.34 -0.46 1.14  0.000
H 4.42 0.52 -0.31  0.000
Br -5.10 -0.01 0.79  0.029
P -2.12 -1.88 -1.72  0.036
C -0.92 -2.76 -2.80  0.003
C -1.40 -4.06 -3.49  -0.002
H -0.03 -2.98 -2.18  0.006
H -0.58 -2.05 -3.57  0.002
H -0.56 -4.49 -4.08  0.000
H -1.72 -4.82 -2.76  0.000
H -2.22 -3.86 -4.22  0.000
C -3.29 -3.10 -0.95  0.010
C -4.60 -3.44 -1.69  0.000
H -3.55 -2.70 0.05  -0.006
H -2.71 -4.03 -0.78  0.006
H -5.21 -4.08 -1.03  0.000
H -5.19 -2.54 -1.91  0.000
H -4.43 -4.01 -2.61  -0.001
C -2.87 -0.63 -2.80  -0.020
C -3.44 -1.17 -4.13  0.001
H -2.06 0.09 -3.01  0.003
H -3.62 -0.06 -2.22  0.003
H -4.01 -0.37 -4.62  0.000
H -2.63 -1.46 -4.82  0.000
H -4.12 -2.02 -3.97  0.000
N -0.17 -3.34 2.01  0.015
C -0.09 -2.27 2.86  -0.034
N -0.27 -0.97 2.52  -0.043
C -0.01 -0.06 3.62  0.028
C -0.01 1.35 3.67  -0.003
C -0.25 2.00 4.87  -0.002
C -0.32 1.24 6.04  0.008
C -0.12 -0.14 6.01  -0.001
C 0.06 -0.80 4.80  0.000
S 0.19 -2.52 4.56  0.008
H 0.10 -4.25 2.38  -0.003
H -0.32 -3.26 0.97  0.010
H 0.11 2.05 2.86  0.004
H -0.34 3.08 4.90  0.000
H -0.51 1.74 6.99  0.000
H -0.11 -0.76 6.89  0.000



This record from OMol25 describes a 10-piece molecular cluster, C32H44F14NO40PS9 overall at a distorted geometry. The level of theory is ωB97M-V/def2-TZVPD.

Summary:
* LUMO energy: -1.147 eV
* SMILES: N=P(O)(O)C1=CC(=O)C(CCC(F)(F)C(F)(F)C(F)(F)C(F)(F)C(F)(F)C(F)(F)F)=C(F)C1=O.O=S1(=O)OCCO1.O=S1(=O)OCCO1.O=S1(=O)OCCO1.O=S1(=O)OCCO1.O=S1(=O)OCCO1.O=S1(=O)OCCO1.O=S1(=O)OCCO1.O=S1(=O)OCCO1.O=S1(=O)OCCO1
* highest occupied orbital energy: -8.082 eV
* net charge: 0

Each line ends with the Löwdin charge.
Atoms and positions in Å:
N 5.46 -0.04 0.99  -0.136
P 6.17 -0.65 -0.28  0.561
O 7.64 0.01 -0.37  -0.160
O 6.26 -2.27 -0.05  -0.148
C 5.16 -0.34 -1.79  -0.134
C 4.43 0.77 -1.90  0.038
C 3.53 1.05 -3.11  -0.297
O 3.08 2.16 -3.28  0.109
C 3.19 -0.10 -4.07  -0.063
C 2.05 0.16 -5.06  -0.088
C 1.07 -1.03 -5.25  -0.058
C 0.27 -1.41 -3.97  -0.386
F 1.11 -2.00 -3.07  0.119
F -0.59 -2.42 -4.36  0.092
C -0.51 -0.22 -3.32  -0.305
F 0.40 0.43 -2.54  0.143
F -0.89 0.65 -4.28  0.149
C -1.69 -0.64 -2.34  -0.294
F -1.50 -1.87 -1.82  0.178
F -1.61 0.21 -1.27  0.130
C -3.13 -0.49 -2.91  -0.315
F -3.16 -1.20 -4.09  0.124
F -3.47 0.77 -3.23  0.171
C -4.27 -1.09 -2.03  -0.312
F -5.43 -0.84 -2.71  0.128
F -4.22 -2.43 -1.90  0.176
C -4.45 -0.46 -0.61  -0.501
F -4.21 0.84 -0.54  0.189
F -3.77 -1.12 0.34  0.173
F -5.76 -0.62 -0.27  0.144
C 3.93 -1.20 -3.99  -0.141
F 3.72 -2.25 -4.80  0.120
C 5.07 -1.33 -2.97  -0.270
O 5.86 -2.22 -3.12  0.137
H 4.60 0.43 0.73  -0.033
H 7.98 -0.07 0.56  0.015
H 5.34 -2.53 0.12  0.053
H 4.48 1.51 -1.09  0.124
H 1.52 1.07 -4.76  0.107
H 2.49 0.37 -6.06  0.143
H 0.29 -0.69 -5.99  0.108
H 1.53 -1.93 -5.69  0.136
O 1.94 -1.53 0.34  -0.234
S 2.38 -2.05 1.59  0.599
O 3.58 -2.79 1.73  -0.216
O 1.16 -2.90 2.22  -0.182
C 0.82 -2.36 3.50  -0.178
C 1.18 -0.89 3.42  -0.163
O 2.39 -0.86 2.66  -0.189
H 1.42 -2.87 4.26  0.141
H -0.23 -2.52 3.71  0.104
H 1.33 -0.44 4.40  0.136
H 0.42 -0.33 2.87  0.130
O 10.43 -0.42 3.53  -0.206
S 9.43 0.42 2.97  0.658
O 8.37 -0.09 2.17  -0.227
O 10.17 1.60 2.15  -0.175
C 9.76 2.86 2.67  -0.152
C 9.42 2.60 4.12  -0.143
O 8.79 1.31 4.13  -0.278
H 8.88 3.19 2.11  0.135
H 10.55 3.60 2.56  0.136
H 8.75 3.35 4.54  0.144
H 10.32 2.54 4.73  0.087
O 7.10 1.03 5.04  -0.220
S 5.93 0.58 5.73  0.673
O 4.75 0.17 5.07  -0.206
O 5.55 1.69 6.85  -0.189
C 5.55 1.10 8.15  -0.174
C 6.56 -0.03 8.06  -0.170
O 6.37 -0.59 6.76  -0.179
H 4.54 0.72 8.35  0.132
H 5.82 1.83 8.90  0.134
H 6.40 -0.79 8.82  0.135
H 7.58 0.34 8.13  0.133
O 12.31 2.56 5.00  -0.227
S 12.78 2.19 6.29  0.620
O 12.34 2.84 7.47  -0.209
O 14.39 2.20 6.25  -0.182
C 14.88 0.90 6.61  -0.163
C 13.80 -0.07 6.17  -0.160
O 12.58 0.61 6.47  -0.181
H 15.03 0.88 7.69  0.134
H 15.83 0.71 6.11  0.137
H 13.86 -1.02 6.70  0.138
H 13.84 -0.24 5.10  0.138
O -1.15 -4.60 3.67  -0.218
S -2.46 -4.92 4.09  0.624
O -2.73 -5.77 5.18  -0.204
O -3.28 -5.45 2.81  -0.178
C -4.44 -4.63 2.59  -0.161
C -4.05 -3.27 3.13  -0.169
O -3.28 -3.54 4.30  -0.189
H -5.27 -5.06 3.15  0.136
H -4.69 -4.60 1.53  0.135
H -4.92 -2.66 3.38  0.138
H -3.42 -2.72 2.43  0.119
O -2.19 -1.67 -9.93  -0.205
S -2.08 -1.22 -8.59  0.617
O -0.86 -1.25 -7.87  -0.222
O -3.19 -1.96 -7.71  -0.177
C -4.04 -0.99 -7.09  -0.166
C -4.03 0.20 -8.03  -0.161
O -2.68 0.27 -8.50  -0.184
H -3.61 -0.74 -6.13  0.105
H -5.04 -1.40 -6.95  0.141
H -4.31 1.13 -7.53  0.136
H -4.69 0.04 -8.88  0.135
O -11.42 0.84 -2.20  -0.229
S -10.40 1.76 -2.57  0.619
O -10.67 2.95 -3.27  -0.208
O -9.26 0.94 -3.35  -0.181
C -8.00 1.09 -2.67  -0.158
C -8.36 1.30 -1.22  -0.165
O -9.54 2.12 -1.25  -0.175
H -7.49 1.96 -3.09  0.114
H -7.38 0.21 -2.82  0.115
H -7.57 1.80 -0.66  0.110
H -8.62 0.36 -0.73  0.134
O -5.79 3.46 -2.33  -0.220
S -5.47 4.09 -1.10  0.608
O -6.21 3.86 0.09  -0.210
O -5.38 5.68 -1.35  -0.177
C -4.08 6.16 -0.98  -0.157
C -3.16 4.98 -1.20  -0.158
O -3.92 3.84 -0.79  -0.197
H -4.12 6.45 0.07  0.136
H -3.81 7.02 -1.58  0.139
H -2.24 5.06 -0.63  0.140
H -2.91 4.86 -2.26  0.136
O -16.51 -2.65 -3.33  -0.221
S -16.18 -2.03 -2.10  0.609
O -16.92 -2.25 -0.91  -0.220
O -16.07 -0.44 -2.35  -0.189
C -14.77 0.03 -1.98  -0.168
C -13.86 -1.16 -2.20  -0.181
O -14.62 -2.30 -1.79  -0.189
H -14.80 0.32 -0.93  0.136
H -14.49 0.88 -2.59  0.134
H -12.94 -1.09 -1.63  0.116
H -13.61 -1.28 -3.26  0.136



This record from OMol25 describes C32H44N4P2SiW as an isolated structure at a distorted geometry. The level of theory is ωB97M-V/def2-TZVPD.

Summary:
* <S²>: 2.031
* LUMO energy (alpha / beta): -6.695 / -9.017 eV
* highest occupied orbital energy (alpha / beta): -12.023 / -12.023 eV
* 2S+1: 3
* net charge: +2

Each line ends with the Mulliken spin population.
Atoms and positions in Å:
W 0.01 0.22 -0.12  0.431
C 1.27 -1.54 0.17  0.278
C 2.05 -0.33 -0.01  -0.073
C 2.73 0.06 -1.30  0.052
C 1.88 0.91 -2.28  -0.010
C 0.40 0.69 -2.19  0.019
C -0.19 -0.61 -2.02  0.028
C 0.58 -1.90 -2.22  -0.003
C 1.11 -2.54 -0.93  -0.001
C -1.71 1.39 -0.30  0.032
H 1.19 -1.93 1.18  0.001
H 2.53 0.06 0.89  0.008
H 3.16 -0.80 -1.83  -0.004
H 3.60 0.68 -1.02  0.003
H 2.12 1.98 -2.10  -0.001
H 2.25 0.72 -3.31  0.005
H -0.21 1.47 -2.63  -0.005
H -1.25 -0.68 -2.28  -0.001
H 1.41 -1.78 -2.94  -0.001
H -0.11 -2.63 -2.68  0.000
H 0.42 -3.33 -0.61  0.005
H 2.06 -3.07 -1.14  0.028
H -2.39 1.04 0.49  0.020
H -2.19 1.39 -1.28  -0.006
H -1.33 2.39 -0.03  0.001
P 4.68 3.51 -6.30  -0.004
P 6.67 2.71 -4.04  0.001
N 3.76 2.64 -7.51  -0.005
N 4.68 5.05 -7.22  -0.038
N 6.97 0.99 -4.14  0.000
N 8.11 3.08 -3.09  0.000
C 6.37 2.94 -6.83  0.004
C 7.39 3.14 -5.70  -0.001
C 2.77 1.72 -7.15  0.007
C 2.35 1.04 -8.28  -0.001
C 3.13 1.54 -9.39  0.010
C 3.99 2.50 -8.88  0.004
C 4.05 6.19 -6.70  0.355
C 4.31 7.26 -7.54  0.171
C 5.13 6.78 -8.61  0.106
C 5.34 5.43 -8.39  0.342
C 6.07 0.08 -3.57  0.000
C 6.46 -1.21 -3.91  0.000
C 7.63 -1.10 -4.72  0.000
C 7.92 0.25 -4.85  0.000
C 9.41 2.57 -3.16  0.000
C 10.24 3.35 -2.37  0.000
C 9.43 4.40 -1.81  0.000
C 8.14 4.22 -2.28  0.000
H 6.70 3.48 -7.72  0.001
H 6.30 1.88 -7.10  0.000
H 8.31 2.57 -5.91  0.001
H 7.66 4.20 -5.62  -0.002
H 2.46 1.66 -6.11  -0.001
H 1.59 0.28 -8.32  0.000
H 3.05 1.23 -10.42  0.000
H 4.74 3.10 -9.38  -0.006
H 3.49 6.11 -5.78  0.006
H 3.95 8.28 -7.40  0.001
H 5.51 7.36 -9.44  0.001
H 5.92 4.72 -8.96  0.048
H 5.23 0.46 -3.00  0.000
H 5.96 -2.12 -3.61  0.000
H 8.20 -1.92 -5.15  0.000
H 8.72 0.73 -5.40  0.000
H 9.64 1.70 -3.76  0.000
H 11.30 3.20 -2.20  0.000
H 9.77 5.19 -1.15  0.000
H 7.23 4.79 -2.13  0.000
C -4.94 -0.65 2.84  0.009
Si -3.34 -1.52 3.34  -0.001
C -2.82 -0.89 5.03  0.002
C -3.62 -3.37 3.43  0.006
C -2.00 -1.13 2.10  0.242
C -1.10 -0.79 1.30  -0.068
H -5.74 -0.92 3.54  0.000
H -5.26 -0.95 1.83  -0.001
H -4.83 0.44 2.85  0.000
H -3.55 -1.18 5.80  0.000
H -1.85 -1.32 5.31  0.000
H -2.72 0.21 5.04  0.000
H -3.95 -3.77 2.47  -0.001
H -2.68 -3.87 3.71  0.000
H -4.37 -3.62 4.19  0.001